Record 1
Here is C5H8O as an isolated structure from OMol25. Energies are from ωB97M-V/def2-TZVPD.

The geometry in ORCA input format:
```
! wB97M-V def2-TZVPD RIJCOSX def2/J DEFGRID3
* xyz 0 1
C -1.914 0.477 0.252
C -0.550 -0.119 0.041
C 0.200 -0.742 1.188
C 1.791 -0.072 -0.173
C 0.504 0.353 -0.849
O -0.310 -0.739 -1.240
H -1.902 1.157 1.109
H -2.655 -0.306 0.448
H -2.232 1.026 -0.640
H 1.519 -0.327 0.976
H 0.300 -1.825 0.994
H 2.465 0.765 0.042
H 2.320 -0.889 -0.668
H 0.463 1.242 -1.479
*
```

Properties
ΔE to the lowest compared entry with this formula, charge and spin: 522.5 kJ/mol

=====

Record 2
Here is an isolated ion of composition C5H8O and charge +1 from OMol25. Energies are from ωB97M-V/def2-TZVPD.

The geometry in ORCA input format:
```
! wB97M-V def2-TZVPD RIJCOSX def2/J DEFGRID3
* xyz 1 2
C -2.671 0.124 0.425
C -1.563 0.382 -0.352
C -0.327 -0.242 0.174
C 0.903 0.050 -0.262
O 1.281 1.344 -0.574
C 2.144 -0.840 -0.147
H -2.216 -0.469 1.328
H -3.530 0.834 0.405
H -1.649 1.002 -1.197
H -0.447 -1.231 0.721
H 0.651 1.915 -0.119
H 2.631 -0.642 -1.065
H 1.940 -1.895 0.102
H 2.853 -0.331 0.562
*
```

Properties
ΔE to the lowest compared entry with this formula, charge and spin: 129.5 kJ/mol
⟨S²⟩: 0.777

=====

Record 3
Here is an isolated ion of composition C5H8O and charge +1 from OMol25. Energies are from ωB97M-V/def2-TZVPD.

The geometry in ORCA input format:
```
! wB97M-V def2-TZVPD RIJCOSX def2/J DEFGRID3
* xyz 1 2
C -2.095 1.056 1.237
C -0.767 0.885 0.934
C -0.326 -0.313 0.387
C 0.909 -0.397 -0.269
O 1.830 0.570 -0.137
C 1.141 -1.181 -1.486
H -2.472 2.029 1.515
H -2.757 0.209 1.189
H -0.061 1.635 1.262
H -1.049 -1.041 0.042
H 2.141 0.589 0.786
H 1.875 -1.958 -1.293
H 1.438 -0.513 -2.295
H 0.195 -1.570 -1.873
*
```

Properties
ΔE to the lowest compared entry with this formula, charge and spin: 46.2 kJ/mol
⟨S²⟩: 0.780

=====

Record 4
Here is one molecule with the formula C5H8O2 from OMol25. Energies are from ωB97M-V/def2-TZVPD.

The geometry in ORCA input format:
```
! wB97M-V def2-TZVPD RIJCOSX def2/J DEFGRID3
* xyz 0 1
C 1.312 -1.351 -0.444
C 0.594 -0.158 -0.900
O -0.760 -0.256 -1.177
C -1.610 0.589 -0.399
C -0.774 0.947 0.829
O -0.075 -0.237 1.203
C 1.245 -0.384 0.690
H 0.769 -2.277 -0.315
H 2.272 -1.449 -0.955
H 1.046 0.732 -1.275
H -2.479 -0.015 -0.110
H -1.974 1.450 -0.985
H -0.106 1.800 0.608
H -1.395 1.202 1.686
H 1.934 -0.593 1.545
*
```

Properties
ΔE to the lowest compared entry with this formula, charge and spin: 461.2 kJ/mol

=====

Record 5
Here is one molecule with the formula C5H8O2 from OMol25. Energies are from ωB97M-V/def2-TZVPD.

The geometry in ORCA input format:
```
! wB97M-V def2-TZVPD RIJCOSX def2/J DEFGRID3
* xyz 0 1
C -1.642 -0.504 -0.153
C -0.383 0.340 -0.079
O -0.655 1.721 -0.231
C 0.574 0.116 1.120
C 1.735 -0.291 0.172
C 0.776 -0.099 -1.000
O 0.861 -0.202 -2.194
H -2.359 -0.169 0.603
H -2.105 -0.409 -1.142
H -1.425 -1.565 0.011
H -0.959 1.855 -1.139
H 0.748 1.039 1.677
H 0.252 -0.671 1.808
H 2.590 0.391 0.148
H 2.110 -1.314 0.275
*
```

Properties
ΔE to the lowest compared entry with this formula, charge and spin: 96.3 kJ/mol

=====

Record 6
Here is one molecule with the formula C5H8O2 from OMol25. Energies are from ωB97M-V/def2-TZVPD.

The geometry in ORCA input format:
```
! wB97M-V def2-TZVPD RIJCOSX def2/J DEFGRID3
* xyz 0 1
C -1.359 -0.691 -0.829
C 0.668 -0.339 1.757
C 0.079 -0.290 -0.767
C 0.662 0.276 0.392
C 0.695 1.662 0.123
O 0.842 -0.487 -1.849
O 0.144 2.063 -0.944
H 0.299 -0.731 -2.616
H 1.119 2.375 0.844
H -1.685 -0.944 -1.842
H -1.532 -1.545 -0.171
H -1.971 0.143 -0.474
H 1.408 -1.144 1.829
H 0.934 0.411 2.505
H -0.303 -0.759 2.043
*
```

Properties
ΔE to the lowest compared entry with this formula, charge and spin: 273.5 kJ/mol

=====

Record 7
Here is one molecule with the formula C5H8O2 from OMol25. Energies are from ωB97M-V/def2-TZVPD.

The geometry in ORCA input format:
```
! wB97M-V def2-TZVPD RIJCOSX def2/J DEFGRID3
* xyz 0 1
C -0.631 -0.292 1.591
C 0.407 0.152 0.571
C 1.027 -0.990 -0.212
O 0.414 -1.444 -1.184
C 0.931 0.625 -1.608
C -0.137 0.991 -0.629
O -1.476 0.722 -0.973
H -0.164 -0.901 2.370
H -1.436 -0.870 1.133
H -1.089 0.577 2.069
H 1.219 0.696 1.064
H 1.963 -1.473 0.102
H 0.532 0.334 -2.592
H -0.084 2.065 -0.408
H -1.475 -0.192 -1.295
*
```

Properties
ΔE to the lowest compared entry with this formula, charge and spin: 455.5 kJ/mol

=====

Record 8
Here is a 2-piece molecular cluster, C5H8O2 overall from OMol25. Energies are from ωB97M-V/def2-TZVPD.

The geometry in ORCA input format:
```
! wB97M-V def2-TZVPD RIJCOSX def2/J DEFGRID3
* xyz 0 1
O 2.294 0.021 1.211
C 1.427 -0.380 -0.712
C 0.166 -0.038 -0.387
C -0.786 1.122 -0.670
C -1.974 0.218 -0.210
C -0.957 -0.914 0.007
O -1.045 -2.079 0.312
H 2.419 -0.910 1.438
H 1.720 -1.436 -0.669
H 2.126 0.295 -1.204
H 1.328 0.194 1.179
H -0.673 2.060 -0.117
H -0.807 1.346 -1.738
H -2.728 0.001 -0.975
H -2.474 0.552 0.707
*
```

Properties
ΔE to the lowest compared entry with this formula, charge and spin: 250.7 kJ/mol

=====

Record 9
Here is one molecule with the formula C5H8O2 from OMol25. Energies are from ωB97M-V/def2-TZVPD.

The geometry in ORCA input format:
```
! wB97M-V def2-TZVPD RIJCOSX def2/J DEFGRID3
* xyz 0 1
C -0.048 0.041 0.237
C 1.100 0.555 -0.183
C -2.554 0.404 1.249
C -1.518 0.744 0.206
C 2.369 -0.227 -0.307
O -2.585 -0.245 0.076
O -1.519 1.837 -0.670
H -0.238 -0.930 0.708
H 1.090 1.550 -0.602
H -2.161 -0.062 2.133
H -3.232 1.304 1.438
H 3.191 0.268 -0.691
H 2.732 -0.596 0.746
H 2.001 -1.114 -0.853
H -1.936 1.515 -1.518
*
```

Properties
ΔE to the lowest compared entry with this formula, charge and spin: 302.3 kJ/mol

=====

Record 10
Here is one molecule with the formula C5H8O2 from OMol25. Energies are from ωB97M-V/def2-TZVPD.

The geometry in ORCA input format:
```
! wB97M-V def2-TZVPD RIJCOSX def2/J DEFGRID3
* xyz 0 1
C -1.989 -0.107 -0.551
C -0.653 -0.725 -0.064
C 0.597 0.207 -0.203
C 0.760 1.004 1.091
O 0.303 0.632 2.143
C 2.049 -0.331 -0.276
O 2.951 0.371 -0.684
H -2.286 0.772 0.035
H -2.806 -0.843 -0.454
H -1.933 0.177 -1.605
H -0.480 -1.641 -0.621
H -0.802 -0.986 0.990
H 0.485 0.916 -1.041
H 1.485 1.834 1.002
H 2.319 -1.279 0.238
*
```

Properties
ΔE to the lowest compared entry with this formula, charge and spin: 118.6 kJ/mol

=====

Record 11
Here is one molecule with the formula C5H8O2 from OMol25. Energies are from ωB97M-V/def2-TZVPD.

The geometry in ORCA input format:
```
! wB97M-V def2-TZVPD RIJCOSX def2/J DEFGRID3
* xyz 0 1
C 0.762 1.504 0.279
C 0.481 0.089 -0.251
O 1.602 -0.369 -1.008
C 0.214 -0.964 0.879
O -1.065 -1.575 0.852
C -0.775 0.019 -1.018
C -1.919 -0.287 -1.248
H 1.732 1.516 0.788
H 0.000 1.835 0.994
H 0.789 2.227 -0.546
H 1.466 -0.035 -1.904
H 0.451 -0.517 1.857
H 0.894 -1.784 0.665
H -1.754 -0.941 1.120
H -2.877 -0.716 -1.459
*
```

Properties
ΔE to the lowest compared entry with this formula, charge and spin: 297.9 kJ/mol

=====

Record 12
Here is one molecule with the formula C5H8O2 from OMol25. Energies are from ωB97M-V/def2-TZVPD.

The geometry in ORCA input format:
```
! wB97M-V def2-TZVPD RIJCOSX def2/J DEFGRID3
* xyz 0 1
O -2.087 1.201 -0.236
C -0.529 1.560 0.202
C 0.039 0.255 -0.037
C 1.103 -0.288 -0.995
C 1.350 -1.441 0.024
C 0.401 -0.712 0.993
O 0.109 -0.864 2.163
H -2.625 1.105 0.572
H -0.631 1.869 1.244
H -0.290 2.379 -0.472
H -1.507 0.227 -0.383
H 0.762 -0.604 -1.986
H 1.984 0.354 -1.117
H 2.375 -1.543 0.391
H 0.987 -2.423 -0.294
*
```

Properties
ΔE to the lowest compared entry with this formula, charge and spin: 364.9 kJ/mol

=====

| no. | maximum force (Eh/bohr) |
| --- | --- |
| 1 | 0.0063 |
| 2 | 0.1112 |
| 3 | 0.0439 |
| 4 | 0.0381 |
| 5 | 0.0115 |
| 6 | 0.0263 |
| 7 | 0.0062 |
| 8 | 0.0336 |
| 9 | 0.0963 |
| 10 | 0.0196 |
| 11 | 0.0227 |
| 12 | 0.0072 |